Here is a structure of composition C51H55KN6P3Se2 from the Open Molecules 2025 dataset. Energies are from wB97M-V/def2-TZVPD.

Structure (ORCA input):
```
! RIJCOSX wB97M-V def2-TZVPD def2/J DEFGRID3
* xyz -1 1
K 1.71 -0.17 -0.13
C 0.72 -1.29 3.93
C 1.83 -0.83 2.97
C 3.02 -1.78 3.05
P 2.38 0.91 3.43
C 1.36 2.02 2.33
C 2.07 3.35 2.16
C -0.03 2.22 2.96
C 4.13 1.12 2.94
C 4.93 1.50 4.02
C 6.29 1.78 3.92
C 7.10 2.17 5.12
C 6.84 1.69 2.65
C 6.10 1.32 1.55
C 4.72 1.00 1.63
N 3.98 0.62 0.59
C 4.57 0.42 -0.67
C 4.24 1.27 -1.75
C 3.39 2.48 -1.53
C 4.69 0.97 -3.03
C 5.45 -0.16 -3.31
C 5.92 -0.46 -4.70
C 5.76 -1.00 -2.24
C 5.33 -0.74 -0.95
C 5.62 -1.72 0.15
H 0.40 -2.30 3.66
H -0.15 -0.63 3.88
H 1.08 -1.29 4.96
H 1.39 -0.88 1.97
H 3.46 -1.76 4.05
H 3.79 -1.51 2.34
H 2.70 -2.81 2.86
H 1.16 1.60 1.34
H 2.26 3.82 3.13
H 1.45 4.03 1.57
H 3.03 3.22 1.65
H 0.05 2.63 3.97
H -0.59 1.29 3.01
H -0.61 2.92 2.34
H 4.45 1.58 4.99
H 6.48 2.24 6.01
H 7.59 3.14 4.99
H 7.90 1.44 5.34
H 7.90 1.92 2.51
H 6.58 1.29 0.57
H 2.32 2.24 -1.43
H 3.46 3.17 -2.37
H 3.66 3.01 -0.61
H 4.41 1.64 -3.84
H 5.42 0.17 -5.43
H 5.73 -1.50 -4.97
H 7.00 -0.30 -4.81
H 6.34 -1.90 -2.43
H 6.24 -2.54 -0.22
H 4.69 -2.15 0.53
H 6.12 -1.25 0.99
Se -5.99 -0.75 0.91
P -4.53 -1.92 -0.06
C -4.80 -2.10 -1.85
C -6.05 -1.87 -2.40
C -6.27 -2.08 -3.75
C -5.23 -2.51 -4.56
C -3.97 -2.73 -4.02
C -3.75 -2.53 -2.67
C -4.49 -3.62 0.56
C -5.06 -4.67 -0.15
C -5.08 -5.95 0.38
C -4.54 -6.18 1.64
C -3.97 -5.14 2.35
C -3.95 -3.86 1.82
C -2.83 -1.37 0.09
C -2.21 -0.11 -0.02
N -0.90 -0.35 0.06
N -0.71 -1.64 0.23
N -1.86 -2.28 0.27
P -2.69 1.58 -0.35
Se -1.05 2.78 -1.01
C -4.00 1.52 -1.60
C -3.65 0.98 -2.84
C -4.56 0.98 -3.88
C -5.83 1.51 -3.68
C -6.18 2.03 -2.45
C -5.27 2.04 -1.40
C -3.40 2.27 1.17
C -3.66 3.64 1.23
C -4.14 4.20 2.40
C -4.35 3.40 3.52
C -4.08 2.04 3.46
C -3.61 1.47 2.29
H -6.85 -1.51 -1.76
H -7.25 -1.90 -4.17
H -5.40 -2.67 -5.62
H -3.15 -3.05 -4.65
H -2.77 -2.71 -2.24
H -5.48 -4.49 -1.14
H -5.53 -6.76 -0.18
H -4.56 -7.18 2.05
H -3.54 -5.32 3.33
H -3.50 -3.05 2.38
H -2.65 0.58 -2.99
H -4.28 0.55 -4.83
H -6.55 1.50 -4.49
H -7.18 2.43 -2.29
H -5.55 2.44 -0.44
H -3.45 4.26 0.37
H -4.34 5.26 2.44
H -4.72 3.84 4.43
H -4.24 1.41 4.33
H -3.39 0.41 2.25
N 0.43 0.59 -3.38
C 0.51 0.71 -4.72
C 1.36 -0.28 -5.15
C 1.75 -0.96 -3.98
N 1.18 -0.42 -2.91
H -0.08 1.17 -2.72
H -0.02 1.48 -5.24
H 1.66 -0.48 -6.17
H 2.43 -1.78 -3.87
*
```

As for the total energy: -8731.9997 a.u. The HOMO-LUMO gap is 0.2161 hartree. Its highest occupied orbital energy is -0.1386 hartree. The LUMO energy comes out at 2.11 eV. The energy above the lowest of the compared OMol25 structures with the same formula, charge and spin comes out at 0.0000 eV.